15
Properties=species:S:1:pos:R:3 method="wB97M-V/def2-TZVPD" homo_energy_ha="-0.3083 / -0.4043" s_squared=2.008 multiplicity=3 gap_ev="9.3 / 9.8" e_above_lowest_kcal_mol=0.0 energy_ev=-20333.785 lumo_energy_ev="0.871 / -1.215" fmax_ha_per_bohr=0.089
C -0.6648 0.7809 0.9875
C 1.1272 -0.9938 0.6324
C -0.6692 -0.4032 -1.2202
C 0.1995 0.0725 -0.0178
N 1.0804 1.2084 -0.4369
O 0.7024 1.7764 -1.4809
Cl -1.7955 -1.7162 -0.8675
H -1.4459 1.3666 0.5282
H -1.0533 0.0096 1.5749
H -0.1189 1.5687 1.5199
H 2.0765 -0.9984 0.1977
H 0.5824 -1.8488 0.4743
H 1.3525 -0.4795 1.6138
H -0.0918 -0.7496 -1.9869
H -1.2816 0.4067 -1.5185